No. 1
The following is a quantum chemistry calculation of C41H44Cl2N6O6SSr as an isolated structure in a non-equilibrium geometry, from the Open Molecules 2025 dataset.

Last column: Mulliken charge in e.
Element x y z (Å)
H  -0.438589  0.276667  6.417596  0.47
C  3.360877  -7.766438  3.652511  -1.42
C  2.589573  -3.842521  2.123899  -0.16
H  2.048418  -3.319138  4.126735  0.37
C  0.557891  4.720769  -0.162613  -1.14
H  -2.895481  0.902842  -5.938384  0.39
C  0.199721  3.338330  2.152561  0.66
S  2.285582  -2.243727  1.460135  1.46
H  0.815431  6.471513  1.054745  0.42
H  -2.465670  1.779483  0.987016  -0.29
H  -0.691164  -2.358012  1.775954  0.07
H  0.161533  -3.387508  -3.714910  0.42
N  -1.999519  1.091948  -5.511306  -0.06
C  -1.115614  -1.736631  -3.255806  -0.52
C  -1.700811  -0.541529  -3.678428  0.83
H  -1.333220  -2.088809  -2.255336  0.18
C  -0.003554  2.518789  3.382014  0.14
H  3.628457  -6.885351  1.101416  0.28
H  2.499592  -5.579038  5.006286  0.38
H  -4.670962  -1.680356  2.611925  0.40
N  2.271959  0.490855  -1.164339  1.16
O  1.507199  -2.388526  0.223916  -0.61
H  5.264181  -0.059003  -3.510451  0.42
H  2.461162  -8.195202  4.095928  0.33
Cl  0.726866  2.141418  -4.512275  -0.13
H  -1.818956  -2.440008  0.623182  0.07
O  -2.258989  2.168044  -1.416908  -0.83
C  3.488964  0.866920  -0.798974  0.70
C  -3.923941  -1.649402  1.812304  -1.30
C  0.005025  -2.006533  -5.357463  -0.66
H  2.767824  0.388449  1.800951  0.29
N  0.229185  1.213560  3.268240  1.03
C  -3.171233  4.357397  -4.240491  -0.80
C  -4.164346  -0.409303  0.958118  0.62
H  -0.655834  4.157515  4.614288  0.43
N  0.162967  2.676263  1.000333  1.23
N  -2.774210  1.410939  1.885702  -0.07
H  3.696512  -8.439370  2.866776  0.34
H  0.658896  -2.567177  -6.012208  0.41
C  -1.403009  -0.091465  -4.964008  -0.42
H  -4.808206  1.628977  1.265643  0.45
H  0.238865  2.778382  -1.044449  0.65
C  -0.813749  2.940771  -4.390722  0.83
H  -3.333447  0.823770  -3.277807  0.21
H  4.124530  -7.748710  4.430709  0.33
H  -4.534413  0.713278  2.743897  0.47
H  -5.139483  -0.507988  0.471984  0.47
H  0.490785  5.216160  3.168863  0.46
C  -0.435407  3.101969  4.573358  -1.16
H  -3.433937  -0.372085  0.147936  -0.76
H  0.301044  -0.592644  4.217699  0.64
C  2.398557  -4.100469  3.469896  -0.32
C  4.601521  0.684145  -1.611930  -1.07
C  0.432023  4.710412  2.217587  -0.74
H  1.089297  -0.367903  -2.609245  0.78
H  -3.205556  -0.563939  -2.211345  0.55
H  0.687854  5.220868  -1.110426  0.44
H  -0.350627  -0.426590  -6.776863  0.47
C  -2.533985  -1.760671  2.426740  -0.59
C  -2.625191  0.191974  -2.744234  -0.68
C  -3.138030  3.099901  -4.802036  0.95
C  0.081928  0.458392  4.349000  -0.58
N  -1.492033  -1.865173  1.394320  0.15
C  -0.273689  -2.465067  -4.074344  -0.57
H  -2.780990  2.208905  2.510995  0.22
O  2.604102  1.287754  1.469776  -0.12
H  3.625979  2.635258  0.383860  0.35
C  -0.330295  0.948320  5.578488  -1.09
H  -4.100920  -2.552697  1.215055  0.40
C  3.036074  -4.835057  1.264730  -0.65
C  2.102410  -0.087613  -2.355187  -1.12
H  3.175211  -4.626543  0.214354  0.45
H  4.611694  1.282680  0.977575  0.48
H  -2.324792  -0.878570  3.035038  0.22
C  4.421576  0.099894  -2.849388  -0.58
Sr  0.509120  -0.039443  0.686260  1.00
H  -2.021955  5.893115  -3.279678  0.39
O  1.449954  -1.539314  2.467987  -0.29
C  -4.134710  0.900902  1.739600  -1.01
O  3.527909  -1.522450  1.252725  -0.67
Cl  -4.628392  2.427000  -5.411181  -0.25
H  5.583017  0.984214  -1.275329  0.51
C  0.619644  5.407053  1.037368  -0.89
C  -0.605386  2.301203  5.688217  -0.62
H  -0.948740  2.724444  6.623011  0.43
H  -2.510471  -2.636731  3.089971  0.44
C  -0.559590  -0.823994  -5.793596  -0.43
C  3.150489  -0.291423  -3.235403  -0.82
C  3.097990  -6.390884  3.115496  1.05
C  -0.830123  4.198340  -3.817363  -0.63
C  -1.887357  1.022382  -1.667729  -0.47
C  -1.971024  2.331896  -4.893521  -1.11
C  3.643733  1.551706  0.545111  -1.26
C  -2.008265  4.913329  -3.732558  -0.49
H  -4.113755  4.883634  -4.194347  0.40
C  0.318446  3.352943  -0.130527  -0.81
C  2.654321  -5.374382  3.953391  -0.75
O  -0.957222  0.398450  -1.061588  1.09
H  0.103736  4.606877  -3.457925  0.54
H  2.960955  -0.752957  -4.193605  0.56
C  3.286264  -6.102658  1.767053  -0.93

Forces on atoms 1 to 2 (eV/Å):
-0.01 -0.01 0.03
-0.01 -0.12 0.07

Summary:
Energy above the lowest of the compared OMol25 structures with the same formula, charge and spin: 84.6 kJ/mol

No. 2
The following is a quantum chemistry calculation of a 9-piece molecular cluster, C62H68N10O21SSi overall in a non-equilibrium geometry, from the Open Molecules 2025 dataset.

Last column: Mulliken charge in e.
Element x y z (Å)
C  5.826839  -5.120557  3.298089  0.05
H  0.162170  3.554179  -0.781393  0.43
C  2.499029  3.677357  5.127829  -0.36
H  3.215941  7.259433  -2.216701  0.57
H  -1.186129  -4.036327  0.021734  0.30
C  1.594506  5.689283  1.399820  -0.98
C  1.488302  4.744075  0.388442  -0.36
C  3.768684  1.283931  -3.320007  -0.14
H  3.752795  1.155499  0.534640  0.22
H  2.370404  4.348677  -0.100176  0.50
C  2.799203  9.081167  -1.158367  0.20
C  7.068241  -4.739087  5.295821  -0.41
H  -3.317680  0.028411  -1.893565  0.47
O  -2.151499  3.493921  -0.692541  -0.66
C  4.337867  -1.148970  1.465955  -0.72
O  -3.209572  4.699351  0.756027  -0.70
H  1.469144  11.876411  -2.477180  0.36
H  -7.082045  9.540729  3.459812  0.43
C  -7.360510  -8.654967  3.590380  -0.16
H  0.352509  0.244897  -1.178312  0.59
C  3.761681  3.265120  5.520984  -0.64
H  2.824719  -4.956492  -2.266289  0.40
C  1.246537  -0.603909  -8.960229  -0.35
C  8.246386  -4.806832  4.564839  -0.41
C  3.097632  0.353393  -7.111436  -0.46
C  6.987963  -5.184253  2.553527  -0.29
H  -1.067151  0.142505  0.095081  0.31
H  7.100583  -4.565492  6.362631  0.37
C  -4.824397  -10.151536  -1.401578  -0.54
C  -6.629005  8.810074  2.806971  -0.38
C  -6.481003  7.498313  3.224164  -0.35
C  -8.319166  -9.090927  2.695378  0.06
H  1.316230  4.715364  8.135152  0.44
C  -0.732674  -5.621232  -2.361131  -1.16
C  -7.640038  -7.561169  4.392193  -0.54
C  -4.861632  -9.158238  -2.371304  -0.44
C  -4.447402  -7.521725  -0.689604  0.04
H  -2.319017  -1.245230  -1.221869  0.15
C  -1.828086  0.671116  -0.462493  -0.89
H  2.504264  -0.288455  -0.604440  0.34
H  4.953270  -1.259217  2.355438  0.32
C  -4.409305  -8.496267  0.288032  -0.38
H  0.529570  -0.976784  -9.676225  0.42
H  4.847041  1.380432  -0.812727  0.60
N  2.758956  -2.442996  -9.557905  1.01
C  -5.605441  8.242642  0.692740  -0.42
H  5.253071  -1.207734  -0.456841  0.33
H  2.561374  -2.662785  -2.342896  0.33
C  -5.894425  6.561680  2.382911  -0.52
O  -4.290127  -5.284899  -1.182787  -0.59
C  2.454621  -1.249889  -8.762746  0.17
C  -0.799677  5.734316  1.654321  -0.56
O  4.969158  0.964167  -3.110660  -0.80
C  -4.674008  -7.831741  -2.016171  -0.28
H  -0.390455  -6.163068  -3.237750  0.38
O  3.815840  -3.009508  -9.362325  -0.62
H  2.117709  -6.228899  -1.221941  0.35
C  2.167335  -5.167531  -1.428205  -1.14
N  -8.014871  -10.234372  1.823501  1.05
O  4.555056  -5.530824  1.432404  -0.58
N  -2.194711  4.300319  0.198711  1.14
C  -8.868416  -6.922800  4.293295  -0.41
H  1.411355  -1.769542  -1.416137  0.07
Si  0.510900  -4.341792  -1.760425  0.73
C  4.143034  3.368891  6.851359  -0.39
C  8.205480  -5.025165  3.194932  -0.45
C  1.637043  4.189505  6.079693  0.04
H  5.127632  3.039330  7.156709  0.37
O  -6.810698  11.353620  1.892327  -0.63
H  3.459283  -0.582495  1.762766  0.31
H  -10.287785  -8.826224  1.884356  0.44
H  -9.081382  -6.064374  4.916252  0.38
C  2.283354  2.305252  -1.483374  -0.56
O  -8.857248  -10.572040  1.018900  -0.62
H  0.482053  -3.764032  0.662878  0.31
H  6.052473  -0.075684  0.647225  0.46
H  2.379069  8.140661  -4.360809  0.41
H  -2.614039  0.997520  0.209256  0.47
H  6.951721  -5.353737  1.487863  0.46
O  2.670593  3.396562  -1.953516  -0.90
C  1.609953  -2.135772  -2.418486  0.21
H  4.928575  -4.839829  5.224413  0.44
N  0.291403  4.606179  5.658307  1.06
H  9.199213  -4.688015  5.064258  0.36
H  -6.820004  7.205987  4.208537  0.36
H  -0.330124  -2.534379  -0.277997  -0.21
H  1.182306  -1.207413  -4.274561  0.49
H  -5.266681  8.533842  -0.289991  0.44
H  9.122942  -5.072503  2.625063  0.37
C  1.852297  10.866816  -2.419124  -0.38
C  -4.600566  -9.819400  -0.072700  -0.35
H  -5.035579  -9.416900  -3.406564  0.38
C  5.847333  -4.894491  4.660298  -0.38
S  -1.207912  -0.064874  -3.044611  -0.27
H  2.813090  -1.037754  -3.754669  0.45
C  0.968247  0.533707  -8.221058  -0.37
N  -4.230126  -6.117225  -0.307524  1.10
C  3.382941  -0.790027  -7.840686  -0.40
C  0.240086  4.297999  -0.000848  0.51
C  -6.185100  9.164569  1.546432  0.13
O  -4.002038  -5.884296  0.862182  -0.63
C  -0.206528  -3.605270  -0.162105  -0.52
H  -1.685025  6.106996  2.148179  0.54
H  4.445019  2.859505  4.788278  0.44
N  -6.324474  10.560461  1.109490  1.02
H  -4.969298  -11.186549  -1.681990  0.38
H  0.102735  1.643209  -2.163722  1.03
C  2.001852  4.308337  7.407247  -0.46
H  1.683709  1.903811  -6.722402  0.41
O  3.701664  7.411317  0.115222  -0.59
H  -0.958436  -6.313297  -1.553101  0.29
C  -5.459873  6.931982  1.118465  -0.37
O  1.940004  -2.806400  -10.384495  -0.64
H  4.317712  -1.307987  -7.688743  0.44
H  0.553526  6.910087  2.825772  0.52
H  -6.405075  -9.152047  3.663806  0.46
C  1.893844  1.014245  -7.301838  -0.49
H  -10.779524  -6.882267  3.319820  0.37
H  -4.232913  -8.234501  1.320579  0.48
H  2.568596  6.045664  1.702355  0.74
O  -6.932274  -10.765787  1.952513  -0.59
C  2.317564  10.375272  -1.211172  -0.44
N  1.541784  0.351892  -2.892191  0.45
C  3.265137  3.892204  7.792632  -0.37
H  -4.702682  -7.056746  -2.767480  0.46
N  3.274714  8.540991  0.122607  1.16
C  -9.549579  -8.471389  2.587538  -0.39
H  0.027336  1.048654  -8.362075  0.37
C  -9.822936  -7.380143  3.394905  -0.42
C  2.364615  8.766818  -3.479937  -0.59
O  3.301576  1.796399  -4.340378  -0.66
N  4.533311  -5.305109  2.621023  1.09
H  3.802132  0.737431  -6.379067  0.49
N  3.258880  0.035366  -1.200502  0.25
H  2.620395  -4.654404  -0.585903  0.19
O  3.529556  -5.218094  3.296715  -0.62
C  2.676268  0.940734  -2.212548  0.92
H  -6.897286  -7.203543  5.091184  0.37
C  1.872296  10.062470  -3.551418  -0.38
C  0.455098  6.180284  2.032642  -0.87
C  1.792579  -0.961225  -3.407143  -1.27
H  -4.574892  -10.590803  0.683157  0.36
O  -0.454010  5.073838  6.500707  -0.65
O  0.020506  4.452870  4.492342  -0.55
H  -1.667139  -5.128475  -2.623334  0.25
O  1.579496  2.180576  -0.440046  -0.70
C  4.225999  0.654019  -0.310890  -0.73
H  2.197786  3.594362  4.092635  0.72
O  -5.948089  10.845796  -0.007567  -0.61
H  -5.002620  6.198226  0.470441  0.46
O  0.630858  -3.102292  -2.847120  -0.41
H  3.565035  3.972971  8.828655  0.35
C  -2.305828  -0.229018  -1.603430  -0.28
H  2.299668  10.995330  -0.327612  0.43
H  3.983235  -2.120344  1.136829  -0.04
C  0.302884  0.587939  -2.212177  -1.43
C  -0.886350  4.802723  0.634898  -0.42
H  -1.336308  1.530153  -0.871100  0.05
H  1.500114  10.446390  -4.492317  0.37
H  -5.771552  5.538721  2.712752  0.43
C  5.093688  -0.458469  0.305458  -0.94
C  2.834632  8.268826  -2.275942  -0.43
O  3.197601  9.252764  1.106943  -0.67

Forces on atoms 1 to 2 (eV/Å):
0.18 0.03 0.10
0.03 0.29 0.19

Summary:
Net charge: -2

No. 3
The following is a quantum chemistry calculation of the molecule C6H9P in a non-equilibrium geometry, from the Open Molecules 2025 dataset.

Last column: Mulliken charge in e.
Element x y z (Å)
C  2.478823  -0.841566  -0.893587  -0.81
P  -0.523178  -1.912212  -0.506883  -0.14
C  -0.294890  -0.388314  0.333884  -0.24
H  3.562946  -0.635222  -0.979298  0.25
H  2.442425  -1.545377  -0.009411  0.25
H  -2.554086  0.610770  0.427421  0.29
H  -1.961338  -1.786205  -0.745886  0.01
H  1.793848  0.789704  -2.036416  0.35
H  -0.530053  0.321932  -1.732669  0.47
H  -0.840864  1.761972  2.683655  0.34
C  -1.694490  0.677796  0.991778  -0.14
C  -1.605652  1.490563  2.010893  -0.71
C  1.561767  -0.058445  -1.448350  -0.15
H  -2.509376  2.108846  2.044929  0.20
H  0.577944  -0.315036  1.019782  0.37
C  0.096173  -0.279207  -1.159843  -0.34

Forces on atoms 1 to 2 (eV/Å):
2.41 0.22 1.66
-0.79 -1.12 -0.82

Summary:
Structure (SMILES): C=C[C@H]1P[C@@H]1C=C
Energy above the lowest of the compared OMol25 structures with the same formula, charge and spin: 329.5 kJ/mol

No. 4
The following is a quantum chemistry calculation of a 2-piece molecular cluster, C5H14N2O overall in a non-equilibrium geometry, from the Open Molecules 2025 dataset.

Last column: Mulliken charge in e.
Element x y z (Å)
H  -0.931155  0.457647  1.563993  0.22
H  -2.033141  1.454756  -1.162157  0.28
H  1.386284  0.310039  -2.562042  0.39
H  1.932495  -0.136668  -0.952279  0.32
C  0.001328  0.814104  -0.976828  1.39
H  0.437930  -2.445716  1.252441  0.39
H  0.653066  2.836761  -1.372101  0.37
N  -0.398099  -0.410374  1.529160  -0.16
C  -1.302182  0.684737  -1.388467  -1.29
H  0.668869  -1.093262  -1.742894  0.35
H  -1.604920  -0.142337  -2.023380  0.37
H  1.445031  0.321424  1.999008  0.20
O  -0.442470  -2.771326  0.997014  -0.54
N  1.032497  -0.549843  1.653778  -0.62
C  -1.248505  -1.620843  1.051761  -0.09
C  1.050147  -0.077553  -1.597110  -1.46
H  -0.211024  2.628599  0.160369  0.36
H  -2.101844  -1.770241  1.714635  0.29
H  1.465548  2.062911  -0.005949  0.34
H  1.360787  -1.247536  2.327024  0.21
C  0.506170  2.162949  -0.524245  -1.44
H  -1.666810  -1.468233  0.058264  0.11

Forces on atoms 1 to 2 (eV/Å):
1.28 -0.31 0.19
-0.03 -0.11 0.06

Summary:
Structure (SMILES): C=C(C)C.NNCO
Energy above the lowest of the compared OMol25 structures with the same formula, charge and spin: 462.2 kJ/mol

Number 1: gap between HOMO and LUMO 8.08 eV, LUMO level 0.23 eV, E_HOMO -7.84 eV. Number 2: gap between HOMO and LUMO 3.12 eV, LUMO level 1.29 eV, E_HOMO -1.83 eV. Number 3: gap between HOMO and LUMO 10.02 eV, LUMO level 1.12 eV, E_HOMO -8.90 eV. Number 4: gap between HOMO and LUMO 8.35 eV, LUMO level 0.83 eV, E_HOMO -7.53 eV.